A 3-piece molecular cluster, C23H53F3N4O3P overall in a non-equilibrium geometry, computed with ωB97M-V with the def2-TZVPD basis set.

```
87
Properties=species:S:1:pos:R:3
C 8.40708 -1.18497 2.34301
C 7.87122 -1.26847 0.83502
C 6.99467 0.03817 0.53512
C 5.69069 -0.28767 -0.37161
C 4.77645 1.04855 -0.33796
C 3.23618 0.75455 -0.67635
C 2.33706 1.75249 0.21748
N 1.06769 2.04514 -0.52885
C -0.04581 1.23141 -0.03267
N -0.15969 0.03835 -0.56942
C -1.26967 -0.86507 -0.18397
C -0.72298 -2.38415 -0.30231
O -1.83049 -3.28532 -0.45477
C 0.15455 -2.79016 0.96043
F 1.29543 -1.97095 1.06613
F -0.53439 -2.64981 2.16757
F 0.58508 -4.11845 0.84221
N -0.89351 1.81800 0.98573
O -2.22141 1.97659 0.61705
P -0.63066 1.16918 2.60631
N -0.26881 2.41773 3.78565
O -2.17487 0.58097 3.08924
H 8.44853 -2.21477 2.81872
H 9.44881 -0.72381 2.34217
H 7.74658 -0.50340 2.97403
H 8.79306 -1.21735 0.16440
H 7.25020 -2.19439 0.62004
H 6.57665 0.50995 1.48992
H 7.56604 0.83932 -0.04820
H 5.12302 -1.14671 0.10030
H 6.02793 -0.52735 -1.42925
H 5.25589 1.80959 -1.02460
H 4.78950 1.45930 0.73160
H 2.93266 -0.32378 -0.50377
H 3.10487 0.99298 -1.78977
H 2.93216 2.73117 0.25071
H 2.19036 1.38920 1.28082
H 0.81854 3.04053 -0.51639
H 0.51984 -0.26620 -1.27844
H -2.12364 -0.79937 -0.94418
H -1.66734 -0.72878 0.86471
H -0.09370 -2.45883 -1.24784
H -1.84261 -3.84441 0.34988
H -2.20339 2.41745 -0.26421
H 0.75836 2.42178 3.88312
H -0.63010 2.04408 4.68349
H -2.79033 1.35308 3.13646
C -0.32518 0.08485 -4.55654
C 0.21643 -1.32505 -4.75017
C 1.65716 -1.49095 -4.26271
C 2.69764 -0.63383 -4.98812
C 2.76849 -0.83491 -6.50253
C 3.16531 -2.24915 -6.90564
H 0.23753 0.81802 -5.13803
H -1.36718 0.13644 -4.88229
H -0.28552 0.37606 -3.50174
H 0.13209 -1.60998 -5.80206
H -0.41983 -2.02163 -4.19231
H 1.93470 -2.54668 -4.34365
H 1.69973 -1.25150 -3.19013
H 3.68198 -0.84726 -4.55607
H 2.50435 0.42516 -4.78369
H 3.50644 -0.13712 -6.90976
H 1.81258 -0.57536 -6.96776
H 4.13832 -2.51560 -6.48456
H 3.23747 -2.32442 -7.99302
H 2.43126 -2.98641 -6.57221
C -9.21440 2.30333 4.50674
C -8.65596 0.90048 4.30653
C -7.21745 0.74487 4.80184
C -6.18191 1.61799 4.08863
C -6.09994 1.42948 2.57270
C -5.68590 0.02244 2.16131
H -8.65484 3.04652 3.93365
H -10.25427 2.34595 4.17346
H -9.18670 2.58777 5.56133
H -8.72998 0.62239 3.25081
H -9.28798 0.19415 4.85428
H -6.92854 -0.30780 4.71455
H -7.18426 0.97562 5.87263
H -5.19695 1.41118 4.52550
H -6.38727 2.67263 4.29967
H -5.36571 2.13912 2.17433
H -7.05522 1.68259 2.10392
H -4.71213 -0.23673 2.58703
H -5.60645 -0.04342 1.07274
H -6.41368 -0.72461 2.48459
```

The HOMO-LUMO gap is 0.2837 Eh. As for the total energy: -54245.869 eV. For the molecular weight, the calculation gives 521.67 g/mol. As for the net charge: +1. Its multiplicity is 1. For the HOMO energy, the calculation gives -12.19 eV.

=====

An isolated molecule of C21H28N2O5S in a non-equilibrium geometry, computed with ωB97M-V with the def2-TZVPD basis set.

```
57
Properties=species:S:1:pos:R:3
C 1.13878 -2.60350 4.18582
C 1.02692 -1.31646 3.35918
N -0.30736 -0.73242 3.35560
C -0.72395 0.05952 4.49399
C -1.51801 1.27483 3.98331
O -2.12747 1.88983 5.09364
C -0.58475 2.24833 3.23178
O -1.21341 2.91575 2.15423
C -1.30881 2.28702 0.95489
C -0.94192 0.96076 0.72484
C -1.06165 0.42951 -0.54591
C -1.53756 1.20779 -1.58104
S -1.66946 0.46555 -3.19584
O -2.56697 -0.65203 -3.14665
O -1.93722 1.49617 -4.16425
N -0.11624 -0.16903 -3.34652
C 0.89570 0.82852 -3.62930
C 0.97618 1.13026 -5.13000
O 1.15937 -0.05526 -5.87498
C 0.09315 -0.95595 -5.66133
C 0.00170 -1.34648 -4.18478
C -1.91626 2.52093 -1.36516
C -1.80483 3.06066 -0.10012
C 1.41980 -1.53383 1.91224
C 2.44470 -0.78840 1.34521
C 2.77443 -0.93642 0.00934
C 2.07798 -1.83253 -0.78138
C 1.05196 -2.57937 -0.22844
C 0.72646 -2.43079 1.10809
H 2.15489 -2.98761 4.14460
H 0.46581 -3.36699 3.80235
H 0.88182 -2.40353 5.22411
H 1.70145 -0.56694 3.78991
H -0.99883 -1.43794 3.13123
H -1.35767 -0.48455 5.20491
H 0.15045 0.42324 5.03845
H -2.28714 0.91797 3.27987
H -2.61956 2.66024 4.78790
H -0.28023 3.04173 3.92126
H 0.30617 1.71837 2.88319
H -0.58066 0.33468 1.52639
H -0.78114 -0.59212 -0.74317
H 0.63720 1.72982 -3.07188
H 1.85522 0.44242 -3.26921
H 1.83519 1.76535 -5.35348
H 0.04944 1.63142 -5.44058
H 0.29998 -1.82631 -6.28642
H -0.85702 -0.49458 -5.96855
H -0.87921 -1.95991 -3.99908
H 0.90451 -1.88691 -3.88239
H -2.28880 3.09994 -2.19532
H -2.09000 4.08153 0.09871
H 2.99265 -0.08424 1.95556
H 3.57692 -0.34973 -0.41327
H 2.33457 -1.95094 -1.82321
H 0.50164 -3.27841 -0.84102
H -0.07891 -3.01897 1.52269
```

The HOMO-LUMO gap is 0.3432 Eh. As for the total energy: -46283.243 eV. The relative energy (zero: lowest compared OMol25 entry of this formula, charge and spin) comes out at 54.9 kcal per mole. For the molecular weight, the calculation gives 420.53 g/mol. The structure (SMILES) is C[C@H](NC[C@@H](O)COc1ccc(S(=O)(=O)N2CCOCC2)cc1)c1ccccc1. Its multiplicity is 1. For the HOMO energy, the calculation gives -8.73 eV.

=====

C29H38IN7Pd as an isolated structure in a non-equilibrium geometry, computed with ωB97M-V with the def2-TZVPD basis set.

```
76
Properties=species:S:1:pos:R:3
Pd -0.33609 0.43600 -0.29051
C 2.84251 -2.44847 0.69810
C 2.46007 -1.77778 2.02951
C 1.88006 -0.35653 1.87808
N 0.45406 -0.34967 1.65847
C -0.38986 -0.56210 2.63771
C 0.03608 -0.68964 3.98644
C -0.62401 -1.04265 5.14623
C -1.93587 -1.44548 5.34376
C -2.90910 -1.52868 4.36042
C -2.85279 -1.18561 3.02364
C -1.81350 -0.65743 2.20986
N -2.05416 -0.29420 0.97549
C -3.38307 -0.35629 0.42058
C -3.39550 0.16689 -1.01010
C -2.45108 -0.61890 -1.92845
N -1.25983 0.15625 -2.25287
C -0.19070 -0.47291 -2.77505
C 0.49695 0.18020 -3.80613
C 1.43005 -0.31992 -4.70574
C 1.83046 -1.63203 -4.90842
C 1.43481 -2.75884 -4.17908
C 0.76138 -2.83209 -2.98310
C 0.27881 -1.75692 -2.17510
N 0.12976 -1.78434 -0.88049
C 0.37775 -2.96034 -0.07586
C 1.83265 -3.42805 0.08340
H 3.76204 -3.01910 0.84968
H 3.09029 -1.66647 -0.02200
H 3.35681 -1.70251 2.64912
H 1.75064 -2.40409 2.57703
H 2.34397 0.11813 1.01402
H 2.16788 0.24931 2.74724
H 1.08481 -0.46892 4.13646
H -0.00721 -1.02921 6.03963
H -2.21979 -1.73034 6.34933
H -3.87366 -1.90307 4.68831
H -3.78409 -1.34560 2.49751
H -4.08848 0.23340 1.02433
H -3.75127 -1.39188 0.41373
H -3.07611 1.21148 -1.01589
H -4.41716 0.11990 -1.39062
H -2.96162 -0.80935 -2.88092
H -2.22979 -1.59804 -1.48277
H 0.18571 1.20995 -3.94240
H 1.82763 0.40295 -5.41096
H 2.47615 -1.81303 -5.75970
H 1.76102 -3.71168 -4.58358
H 0.65338 -3.82044 -2.54879
H -0.19930 -3.80666 -0.47226
H -0.02103 -2.74422 0.91628
H 2.22412 -3.74567 -0.88572
H 1.79229 -4.32011 0.71557
I 4.60811 3.92461 -2.86627
C 3.48098 2.32348 -2.17951
C 3.79782 0.99070 -2.29593
N 2.79874 0.32104 -1.69554
N 1.85505 1.13131 -1.21834
C 2.25881 2.35947 -1.49014
H 4.63648 0.50205 -2.76074
H 2.64979 -0.67483 -1.66691
H 1.66167 3.20946 -1.20632
C -2.21091 3.35799 1.57659
C -1.13701 3.62119 0.49322
C -0.02818 4.52000 1.08775
C -1.78007 4.31214 -0.72675
N -0.60395 2.38929 0.11377
H -2.66861 4.30061 1.87438
H -1.75332 2.88397 2.44559
H -2.97803 2.68825 1.18632
H -0.47165 5.43245 1.48469
H 0.70318 4.78934 0.32446
H 0.48686 3.99278 1.89140
H -2.20957 5.26819 -0.42965
H -2.56254 3.67816 -1.14453
H -1.03073 4.48309 -1.50098
```

The HOMO-LUMO gap (alpha / beta) is 0.2491 / 0.2133 Eh. As for the total energy: -52694.111 eV. For the molecular weight, the calculation gives 718.00 g/mol. As for the expectation value of S²: 6.051. Its multiplicity is 5. For the HOMO energy (alpha / beta), the calculation gives -6.36 / -6.47 eV.

=====

An isolated molecule of C22H27N3O2 in a non-equilibrium geometry, computed with ωB97M-V with the def2-TZVPD basis set.

```
54
Properties=species:S:1:pos:R:3
C -2.55144 -0.59583 6.37097
C -1.16593 -1.24525 6.36162
N -0.31577 -0.76802 5.29189
C 0.71310 0.18213 5.64619
C 0.22651 1.63240 5.70680
C -0.60729 -1.05072 3.98156
C -0.00304 -0.35650 2.91763
C -0.27310 -0.66945 1.60708
C -1.16424 -1.69252 1.27207
C -1.46749 -2.04467 -0.09194
N -0.90199 -1.46880 -1.07530
O -1.29457 -1.93606 -2.32938
C -0.68800 -1.20553 -3.37229
C -1.08496 0.27503 -3.36160
O -2.24103 0.59584 -3.55157
N -0.10656 1.21031 -3.20901
C -0.42047 2.57711 -3.59447
C 0.34731 2.88947 -4.87437
C 1.84523 2.84438 -4.58219
C 2.21568 1.77479 -3.58799
C 3.55691 1.57950 -3.28150
C 3.95309 0.65928 -2.33011
C 2.99348 -0.06523 -1.64242
C 1.65413 0.11316 -1.92883
C 1.25576 1.00360 -2.92502
C -1.77403 -2.38170 2.32247
C -1.50964 -2.07183 3.63581
H -3.06058 -0.76763 5.42644
H -3.15134 -1.01678 7.17400
H -2.47161 0.47711 6.52312
H -1.26960 -2.33342 6.29286
H -0.66344 -1.02989 7.30711
H 1.11088 -0.10319 6.62544
H 1.53365 0.09451 4.93025
H -0.48692 1.76386 6.51620
H 1.06818 2.29824 5.88066
H -0.25538 1.91232 4.77360
H 0.68098 0.45369 3.11013
H 0.19865 -0.10858 0.81585
H -2.20116 -2.83650 -0.25155
H 0.39756 -1.34755 -3.38202
H -1.12512 -1.64063 -4.27646
H -1.49865 2.64027 -3.74580
H -0.12413 3.25623 -2.78972
H 0.06383 3.86946 -5.25915
H 0.08414 2.14142 -5.62523
H 2.40736 2.69435 -5.50702
H 2.16418 3.80650 -4.16752
H 4.29852 2.16910 -3.80207
H 5.00174 0.52234 -2.11293
H 3.28461 -0.76282 -0.87143
H 0.90162 -0.42723 -1.37366
H -2.46964 -3.17892 2.10016
H -2.00558 -2.64685 4.40021
```

The HOMO-LUMO gap is 0.3011 Eh. As for the total energy: -31816.327 eV. The relative energy (zero: lowest compared OMol25 entry of this formula, charge and spin) comes out at 78.5 kcal per mole. For the molecular weight, the calculation gives 365.48 g/mol. The structure (SMILES) is CCN(CC)c1ccc(/C=N/OCC(=O)N2CCCc3ccccc32)cc1. Its multiplicity is 1. For the HOMO energy, the calculation gives -7.43 eV.

=====

molecular weight of number 2 (C21H28N2O5S)? 420.53 g/mol